No. 1
This record from the OMol25 dataset describes a molecular structure, C15H14N4O2PdS at a distorted geometry. The level of theory is ωB97M-V/def2-TZVPD.

The geometry in XYZ format:
```
37
Properties=species:S:1:pos:R:3
Pd 1.432 -0.539 0.716
N 3.136 1.785 4.202
C 2.779 1.274 3.041
S 2.247 -0.421 3.025
N 2.836 2.004 1.951
N 2.520 1.481 0.802
C 2.614 2.113 -0.319
C 2.204 1.461 -1.535
C 2.139 2.158 -2.747
C 1.692 1.498 -3.880
C 1.359 0.153 -3.784
C 1.502 -0.492 -2.555
N 1.889 0.147 -1.464
H 3.083 1.247 5.055
H 3.528 2.716 4.257
H 2.998 3.129 -0.368
H 2.421 3.200 -2.777
H 1.606 2.020 -4.823
H 0.981 -0.396 -4.632
H 1.304 -1.554 -2.456
C -1.665 -3.886 0.386
C -1.192 -2.465 0.403
O 0.020 -2.248 0.322
C -2.178 -1.383 0.490
C -3.542 -1.658 0.444
C -4.494 -0.648 0.488
C -4.096 0.690 0.578
C -2.772 1.015 0.636
C -1.745 0.002 0.612
O -0.551 0.408 0.709
H -0.804 -4.550 0.365
H -2.271 -4.076 -0.499
H -2.271 -4.121 1.259
H -3.885 -2.676 0.339
H -5.541 -0.899 0.433
H -4.840 1.472 0.603
H -2.444 2.041 0.724
```

As for the spin multiplicity: 5. The total charge is +2. The expectation value of S² is 6.08. The calculation puts the energy above the lowest of the compared OMol25 structures with the same formula, charge and spin at 12.54 kcal per mole. The HOMO-LUMO gap (spin up / spin down) is 8.10 / 5.52 eV. The total energy is -1474.91578 Eh.

---

No. 2
This record from the OMol25 dataset describes a molecular structure, C15H14N6PdS3. The level of theory is ωB97M-V/def2-TZVPD.

The geometry in XYZ format:
```
39
Properties=species:S:1:pos:R:3
Pd -0.443 -0.401 -0.002
N -0.410 -3.705 2.757
C -0.433 -2.537 2.128
S -1.167 -2.544 0.511
N 0.006 -1.464 2.728
N -0.123 -0.356 1.959
C -0.036 0.814 2.483
C -0.033 1.970 1.594
C 0.019 3.271 2.057
C 0.070 4.307 1.132
C 0.083 4.007 -0.218
C 0.024 2.678 -0.613
N -0.041 1.685 0.268
H -0.759 -4.547 2.332
H -0.127 -3.732 3.725
H 0.074 0.896 3.558
H 0.020 3.465 3.120
H 0.104 5.335 1.468
H 0.141 4.783 -0.967
H 0.032 2.406 -1.660
S -2.739 -0.012 -0.098
C -2.324 0.172 -1.802
C -3.112 0.486 -2.896
C -2.481 0.532 -4.126
C -1.113 0.273 -4.239
C -0.393 -0.037 -3.108
N -1.015 -0.072 -1.919
H -4.170 0.678 -2.782
H -3.055 0.768 -5.013
H -0.618 0.305 -5.199
H 0.666 -0.251 -3.117
S 3.777 -2.245 -1.184
C 2.490 -2.984 -2.030
C 1.311 -2.424 -1.674
N 1.428 -1.411 -0.749
C 2.681 -1.221 -0.406
H 2.656 -3.787 -2.729
H 0.339 -2.715 -2.041
H 2.996 -0.480 0.314
```

The total charge is +2. The calculation puts the energy above the lowest of the compared OMol25 structures with the same formula, charge and spin at 11.76 kcal per mole. The HOMO-LUMO gap (spin up / spin down) is 6.59 / 6.59 eV. The total energy is -2230.43629 Eh.